ORCA calculation (the ωB97M-V functional and the def2-TZVPD basis) on C4H11Cl2DyPd as an isolated structure in a non-equilibrium geometry.

```
19
Properties=species:S:1:pos:R:3:forces:R:3
Dy 0.4098 0.5305 -0.6963 1.10 -0.59 -3.69
Cl 1.5212 2.6460 -0.2104 0.38 0.69 0.42
C -1.1849 0.3051 -2.3873 -0.03 -0.10 0.15
C 2.1966 -0.8102 -1.4983 -0.05 0.22 -0.02
H -0.7583 -0.4256 -3.0921 -0.08 0.11 0.06
H -2.2132 0.0013 -2.1642 0.02 -0.02 -0.08
H -1.2279 1.2760 -2.9024 -0.02 -0.07 0.01
H 2.0007 -1.4313 -2.3869 -0.01 0.12 0.25
H 2.7024 -1.4329 -0.7460 -0.06 0.05 -0.11
H 2.9206 -0.0288 -1.8018 -0.10 -0.22 0.05
Pd -0.1498 0.0213 1.6888 0.93 0.48 1.49
C -1.4669 1.3197 0.9368 -2.17 0.88 -0.12
C 0.1161 -1.5795 2.8204 -0.22 -2.07 0.92
H -1.9199 1.1458 -0.0584 0.13 0.07 0.36
H -2.2260 1.1231 1.7042 -0.13 0.21 -0.23
H -1.0948 2.3469 1.0247 0.14 -0.19 -0.01
H 1.1245 -1.9970 2.7424 -0.21 0.12 -0.20
H -0.6940 -2.3123 2.7215 0.35 0.17 -0.05
Cl -0.0563 -0.6980 4.3052 0.03 0.13 0.78
```
Forces are in eV/Å.

Values from the calculation:
**Spin multiplicity**: 10
**Total energy**: -56927.9986 eV
**HOMO level (spin up / spin down)**: -6.59 / -8.53 eV
**Strongest force on any atom**: 3.90 eV/A
**Expectation value of S²**: 24.825

---

ORCA calculation (the ωB97M-V functional and the def2-TZVPD basis) on C4H11Cl2ReV as an isolated structure in a non-equilibrium geometry.

```
19
Properties=species:S:1:pos:R:3:forces:R:3
V 0.0866 -1.4229 2.1377 -0.25 0.05 0.41
Cl 0.6416 -1.9875 4.1753 0.43 -0.21 0.63
C 0.1051 0.7725 1.8067 0.29 1.24 1.32
H -0.8144 1.2136 2.2556 0.27 -0.69 -0.45
H 0.4274 1.5961 1.1464 0.26 0.16 -0.13
H 0.8413 0.9241 2.6171 0.16 -0.52 -0.25
Re -0.0577 0.0090 -0.2813 -2.73 2.09 -0.86
C -0.7483 -1.5075 -1.5026 0.16 -0.73 -0.80
C 1.7250 0.3573 -1.1913 1.09 0.44 -0.63
C -1.0921 1.4828 -0.9726 1.16 -0.99 0.73
H 1.8251 1.4090 -1.4769 -0.02 0.03 0.02
H 2.5799 0.1620 -0.5378 0.00 -0.13 0.31
H 1.9248 -0.2154 -2.1026 -0.25 -0.08 0.01
H -1.7848 -1.2537 -1.8064 0.48 -0.22 0.10
H -0.1211 -1.6427 -2.4085 -0.44 0.06 0.35
H -0.7962 -2.4712 -0.9578 0.05 0.37 -0.30
H -0.6034 2.4888 -0.9532 -0.52 -0.75 -0.23
H -2.1596 1.4402 -1.2474 0.53 -0.01 0.11
Cl -1.9792 -1.3545 1.2995 -0.66 -0.12 -0.33
```
Forces are in eV/Å.

Values from the calculation:
**Spin multiplicity**: 6
**Total energy**: -57185.4771 eV
**HOMO level (spin up / spin down)**: -8.26 / -9.40 eV
**Strongest force on any atom**: 3.54 eV/A
**Expectation value of S²**: 8.823

---

ORCA calculation (the ωB97M-V functional and the def2-TZVPD basis) on C4H11Cl4N2O5Sn as an isolated structure in a non-equilibrium geometry.

```
27
Properties=species:S:1:pos:R:3:forces:R:3
Sn -0.0088 2.4122 0.3655 0.22 1.56 1.02
O -0.2095 0.4764 0.1629 1.14 0.38 6.88
H 0.2163 -0.3894 0.3168 -1.04 2.39 0.14
C 1.4653 -0.4281 2.0069 -0.84 -0.41 1.05
N 2.3630 0.7594 1.8720 1.86 -0.48 5.20
O 2.0382 1.6829 1.1434 0.47 1.06 -0.13
O 3.2699 0.8428 2.7372 -2.42 -0.19 -3.24
H 1.1370 -0.7267 1.0114 1.55 -0.35 2.53
H 0.5666 -0.1010 2.5298 0.21 0.28 0.37
H 1.9370 -1.2226 2.5852 0.30 0.28 -0.29
C -1.7936 0.5369 -1.1374 -2.92 -1.16 -4.24
N -2.6874 1.6498 -0.9415 -2.87 -1.16 -3.31
O -2.2853 2.5153 -0.1849 0.12 1.41 1.24
O -3.7399 1.6939 -1.5811 2.15 0.28 1.90
H -0.7611 0.8304 -1.3271 -1.99 0.38 -1.16
H -2.1210 -0.0716 -1.9803 -0.59 0.53 -0.48
H -1.8608 -0.1855 -0.3239 -2.14 3.37 -0.02
C -0.8575 -1.9116 -0.0054 -0.74 -2.23 0.26
Cl -0.6169 -2.9553 -1.3777 0.42 -0.24 -0.58
Cl -1.9080 -2.7204 1.1613 -0.07 0.34 0.27
H 0.0815 -1.7299 0.5174 -0.27 -0.99 -0.30
H -1.3528 -1.0156 -0.3795 1.56 -3.38 0.57
C 1.3172 0.0228 -1.3372 1.43 0.57 -3.87
Cl 1.8062 0.1189 -3.0812 0.09 -0.02 0.59
Cl 2.6363 -0.5321 -0.3255 1.30 -1.05 -3.04
H 0.9703 1.0065 -1.0210 1.91 -0.56 -1.36
H 0.3978 -0.5585 -1.4059 1.19 -0.62 -0.03
```
Forces are in eV/Å.

Values from the calculation:
**ΔE to the lowest compared entry with this formula, charge and spin**: 580.32 kJ/mol
**Spin multiplicity**: 1
**Net charge**: +1
**Total energy**: -73443.7785 eV
**HOMO level**: -14.30 eV
**Strongest force on any atom**: 6.98 eV/A